(1)
The following is a quantum chemistry calculation of a molecular structure, C29H42BeN10, from the OMol25 dataset.

Calculated values
HOMO level = -11.93 eV
Relative energy (zero: lowest compared OMol25 entry of this formula, charge and spin) = 0.00 kcal per mole
HOMO-LUMO gap = 7.283 eV
F_max = 0.3 eV/Å
DFT total energy = -46048.3878 eV

The geometry in ORCA input format:
```
! wB97M-V def2-TZVPD RIJCOSX def2/J DEFGRID3
* xyz 2 1
Be 0.225 0.643 -0.986
C -4.679 2.677 2.655
C -3.428 2.002 2.152
C -2.232 2.048 2.866
C -1.075 1.454 2.389
C -1.063 0.754 1.182
N 0.083 0.191 0.594
C 0.955 -0.606 1.305
C 0.694 -1.084 2.603
C 1.571 -1.909 3.278
C 2.764 -2.343 2.697
C 3.721 -3.251 3.430
C 3.018 -1.919 1.406
C 2.155 -1.065 0.723
N 2.520 -0.689 -0.616
C 3.730 -0.780 -1.198
C 3.599 -0.434 -2.528
C 2.252 -0.123 -2.681
N 1.599 -0.283 -1.524
C -2.269 0.718 0.470
C -3.421 1.339 0.933
N -2.312 0.020 -0.783
C -3.319 -0.694 -1.316
C -2.929 -1.097 -2.576
C -1.649 -0.567 -2.740
N -1.285 0.116 -1.657
H -4.584 2.949 3.705
H -5.547 2.028 2.548
H -4.881 3.591 2.092
H -2.201 2.579 3.811
H -0.156 1.529 2.958
H -0.229 -0.789 3.085
H 1.323 -2.231 4.283
H 3.620 -3.129 4.508
H 4.756 -3.035 3.166
H 3.533 -4.302 3.200
H 3.921 -2.269 0.918
H 4.607 -1.069 -0.645
H 4.375 -0.400 -3.274
H 1.725 0.246 -3.549
H -4.324 1.309 0.331
H -4.232 -0.870 -0.769
H -3.499 -1.680 -3.281
H -0.987 -0.627 -3.591
C -1.692 3.099 -2.601
N -1.062 3.806 -1.498
C -1.921 4.783 -0.836
C 0.156 3.465 -1.036
N 0.674 2.265 -1.270
N 0.837 4.391 -0.307
C 1.900 3.959 0.589
C 0.930 5.786 -0.739
H -2.247 3.818 -3.203
H -2.391 2.340 -2.242
H -0.935 2.624 -3.218
H -2.890 4.322 -0.637
H -2.080 5.659 -1.467
H -1.492 5.092 0.110
H 1.673 2.305 -1.090
H 2.869 3.878 0.083
H 1.644 3.002 1.040
H 2.002 4.698 1.383
H 0.268 5.972 -1.578
H 1.951 6.002 -1.060
H 0.674 6.466 0.075
N 0.324 -5.846 -0.547
C 0.471 -5.130 -1.867
C 0.975 -3.722 -1.607
N 0.045 -3.053 -0.722
C 0.015 -3.685 0.585
C -0.541 -5.088 0.433
H 1.251 -5.970 -0.137
H -0.056 -6.779 -0.699
H -0.515 -5.101 -2.324
H 1.151 -5.710 -2.487
H 1.034 -3.196 -2.559
H 1.997 -3.777 -1.192
H 0.249 -2.066 -0.640
H -0.633 -3.125 1.256
H 1.010 -3.733 1.057
H -1.544 -5.060 0.013
H -0.545 -5.640 1.369
*
```

=====

(2)
The following is a quantum chemistry calculation of a molecular structure, C29H42CrN3OS2SbSi3, from the OMol25 dataset.

Calculated values
HOMO level (alpha / beta) = -1.08 / -1.46 eV
Relative energy (zero: lowest compared OMol25 entry of this formula, charge and spin) = 0.00 kcal per mole
HOMO-LUMO gap (alpha / beta) = 5.553 / 5.931 eV
F_max = 0.1 eV/Å
DFT total energy = -117541.6756 eV
<S²> = 6.027

The geometry in ORCA input format:
```
! wB97M-V def2-TZVPD RIJCOSX def2/J DEFGRID3
* xyz -2 5
Cr 1.928 -0.723 1.313
S 1.858 -0.572 3.730
C 0.507 -1.580 4.202
C 0.053 -1.565 5.527
C -1.008 -2.352 5.952
C -1.646 -3.189 5.043
C -1.210 -3.219 3.726
C -0.145 -2.430 3.280
S 0.343 -2.518 1.595
H 0.559 -0.910 6.228
H -1.334 -2.309 6.986
H -2.479 -3.810 5.354
H -1.702 -3.862 3.005
C -0.687 -0.162 -3.397
Sb -0.422 -0.893 -1.352
C 1.714 -0.793 -0.948
C 2.129 -2.153 -1.367
C 3.236 -2.807 -0.775
C 3.586 -4.072 -1.171
C 2.832 -4.717 -2.155
C 1.764 -4.027 -2.686
N 1.428 -2.785 -2.331
Si 2.865 0.402 -1.797
C 2.950 2.165 -1.145
C 2.502 0.547 -3.661
C 4.653 -0.221 -1.829
C -1.584 0.814 -0.318
C -0.902 1.277 0.944
C -1.547 1.377 2.183
C -0.896 1.953 3.258
C 0.390 2.436 3.095
C 0.974 2.279 1.851
N 0.359 1.720 0.811
Si -3.242 -0.068 -0.050
C -3.151 -1.453 1.203
C -4.661 1.083 0.480
C -3.903 -0.837 -1.646
Si -1.780 2.410 -1.299
C -0.203 3.114 -2.033
C -2.408 3.783 -0.157
C -3.047 2.334 -2.702
H -0.007 -0.771 -3.993
H -0.483 0.890 -3.583
H -1.714 -0.389 -3.690
H 3.784 -2.298 0.008
H 4.427 -4.573 -0.705
H 3.061 -5.723 -2.485
H 1.137 -4.484 -3.447
H 2.024 2.451 -0.653
H 3.142 2.857 -1.972
H 3.762 2.246 -0.421
H 1.615 1.139 -3.893
H 2.363 -0.445 -4.101
H 3.359 1.020 -4.152
H 5.047 -0.411 -0.831
H 5.263 0.564 -2.289
H 4.760 -1.128 -2.430
H -2.553 1.008 2.310
H -1.389 2.006 4.222
H 0.953 2.857 3.915
H 2.003 2.581 1.678
H -2.858 -1.130 2.203
H -2.407 -2.190 0.894
H -4.127 -1.944 1.277
H -4.494 1.592 1.430
H -5.559 0.466 0.587
H -4.874 1.847 -0.272
H -3.355 -1.744 -1.906
H -3.869 -0.160 -2.499
H -4.951 -1.111 -1.478
H 0.377 3.609 -1.254
H -0.455 3.857 -2.797
H 0.443 2.361 -2.483
H -1.665 4.014 0.610
H -3.340 3.523 0.349
H -2.580 4.690 -0.746
H -2.780 1.617 -3.479
H -3.080 3.328 -3.160
H -4.052 2.100 -2.348
O 5.888 1.193 1.743
C 4.792 0.731 1.555
N 3.718 0.289 1.341
*
```

=====

(3)
The following is a quantum chemistry calculation of a molecular structure, C29H42DyN6O2 in a non-equilibrium geometry, from the OMol25 dataset.

Calculated values
HOMO level (alpha / beta) = -10.55 / -10.56 eV
HOMO-LUMO gap (alpha / beta) = 8.446 / 8.421 eV
F_max = 3.7 eV/Å
DFT total energy = -67870.0060 eV
<S²> = 9.336

The geometry in ORCA input format:
```
! wB97M-V def2-TZVPD RIJCOSX def2/J DEFGRID3
* xyz 1 6
Dy 9.936 9.271 11.808
C 10.387 8.621 16.069
C 9.398 9.772 15.712
N 8.731 9.537 14.394
C 7.559 10.383 14.266
C 7.049 10.504 12.893
N 8.096 11.094 11.999
C 8.219 12.570 12.317
C 9.428 13.037 13.176
C 10.807 12.776 12.454
N 11.362 11.478 12.774
C 11.951 11.449 14.103
C 12.374 10.082 14.480
N 11.492 8.990 13.905
C 11.133 7.975 14.938
H 9.902 7.885 16.725
H 11.108 9.071 16.759
H 9.941 10.721 15.767
H 8.705 9.875 16.515
H 8.401 8.557 14.357
H 7.828 11.380 14.592
H 6.722 10.095 14.908
H 6.171 11.265 12.891
H 6.608 9.594 12.473
H 7.702 11.016 11.049
H 7.223 12.845 12.746
H 8.230 13.100 11.329
H 9.391 12.516 14.125
H 9.421 14.118 13.412
H 11.454 13.615 12.805
H 10.657 12.862 11.384
H 12.132 11.163 12.163
H 11.239 11.921 14.805
H 12.814 12.134 14.139
H 12.482 9.931 15.516
H 13.322 9.952 13.869
H 12.087 8.580 13.213
H 12.052 7.431 15.262
H 10.535 7.208 14.428
C 10.571 6.890 7.739
C 11.056 7.585 9.022
O 10.148 7.980 9.751
C 12.449 7.637 9.319
C 13.333 6.858 8.539
C 14.649 6.672 8.930
C 15.154 7.391 9.987
C 14.349 8.249 10.661
C 12.936 8.345 10.444
O 12.241 8.976 11.334
H 9.514 7.140 7.548
H 10.825 5.868 7.970
H 11.147 7.157 6.908
H 12.929 6.464 7.602
H 15.187 6.024 8.297
H 16.217 7.444 10.297
H 14.741 8.870 11.473
C 5.950 5.744 11.939
C 6.371 6.647 10.916
C 7.536 7.473 10.991
C 8.267 7.518 12.152
C 7.873 6.586 13.112
C 6.774 5.799 13.075
H 5.009 5.215 11.942
H 5.788 6.713 10.009
H 7.675 8.106 10.085
H 8.430 6.569 14.044
H 6.565 5.116 13.907
N 12.498 11.642 9.833
C 11.348 11.681 9.124
C 11.171 12.558 8.017
C 9.963 12.557 7.365
C 8.972 11.658 7.741
C 9.231 10.838 8.825
N 10.378 10.865 9.579
H 13.158 12.356 9.552
H 12.874 10.790 10.196
H 11.961 13.269 7.765
H 9.818 13.270 6.576
H 8.028 11.632 7.263
H 8.413 10.254 9.159
*
```